No. 1
Density functional theory data (wB97M-V/def2-TZVPD) for a 7-piece molecular cluster, C19H37O21 overall in a non-equilibrium geometry.

Geometry as XYZ:
```
77
C19H37O21 wB97M-V/def2-TZVPD
H -0.628 -2.067 -0.855
H -0.657 -1.279 6.768
C -1.781 -1.776 -3.538
H -2.672 4.110 -6.290
O 1.798 -0.966 -1.902
H 0.815 2.170 -0.103
O -3.328 -2.495 3.897
C 3.828 2.241 1.399
O -1.634 -3.439 5.170
C -0.011 -0.650 6.155
O -3.586 -4.570 4.885
C 1.953 2.479 4.621
H 5.643 2.052 3.623
O 0.087 2.538 -4.133
C -2.177 -1.286 -5.806
C -4.929 -4.485 4.837
C -1.072 2.688 -4.723
H -5.347 -4.298 3.848
H 1.373 1.176 1.221
H -5.173 -3.647 5.490
H -3.244 -1.504 -5.833
H 2.932 2.105 4.922
H 3.388 0.112 -5.238
C -1.773 0.554 0.759
O -0.885 3.061 -5.998
H -0.279 -0.182 1.585
H -3.111 -1.187 2.281
O 4.348 3.251 2.296
H -0.585 2.074 -2.141
C 2.396 -0.339 -5.280
H 0.736 -1.323 5.733
H 0.097 0.806 -3.206
H -5.325 -5.405 5.269
H 3.319 -1.030 -0.514
H -1.075 -3.735 -0.999
C 5.577 2.956 3.018
C -0.168 1.301 4.751
H 1.809 3.426 5.141
H 6.397 2.908 2.302
O -1.598 -2.079 -4.768
O 1.174 1.337 4.988
C 2.402 -1.556 -0.779
H 1.807 2.604 3.548
H -2.862 2.475 -6.563
O -2.176 2.373 -4.307
O 2.601 2.706 0.918
H 1.757 -1.488 0.097
H -2.354 -2.517 -1.169
C 2.605 -0.905 -2.989
H 2.476 -2.638 -0.885
H 0.632 0.043 6.698
H -1.740 -1.639 -6.740
C -2.734 -3.447 4.687
H -1.773 -2.213 2.375
H 2.228 1.183 -0.371
H -1.974 3.463 -7.792
C -2.135 3.269 -6.731
O -0.723 0.168 5.275
C 0.151 1.855 -2.916
O 1.800 -0.642 -4.039
H -1.958 -1.008 3.563
H 1.092 2.024 -2.392
C 1.711 1.780 0.379
H -2.076 -0.202 -5.748
H 2.433 -1.262 -5.859
C -1.308 -2.740 -1.377
C -2.530 -1.753 3.010
O -2.415 0.708 -0.302
O 3.794 -1.061 -3.040
O -1.145 -2.677 -2.788
H 5.676 3.811 3.688
O 4.204 1.070 1.257
O -2.039 1.082 1.802
O -0.671 -0.273 0.713
H 1.826 0.339 -5.914
O -0.778 2.228 4.164
O -2.437 -0.761 -3.107
```

Its multiplicity is 2. The total energy comes out at -2326.050436 hartree. Its HOMO energy (alpha / beta) is -10.29 / -10.27 eV. The total charge is 0.

---

No. 2
Density functional theory data (wB97M-V/def2-TZVPD) for an isolated molecule of C6H10O in a non-equilibrium geometry.

Geometry as XYZ:
```
17
C6H10O wB97M-V/def2-TZVPD
C 0.792 -1.892 1.096
C -0.139 0.629 -1.489
H 0.634 -2.217 2.129
H -0.854 2.496 -2.449
C 0.086 -0.576 0.770
H -0.112 1.517 1.322
H -1.248 -1.188 -0.858
H 0.853 1.027 -1.184
C 0.537 0.650 1.380
O -1.886 2.138 -0.752
H 1.868 -1.759 0.940
H -0.058 0.250 -2.522
H -0.874 -0.494 1.373
H 1.453 0.725 1.964
H 0.459 -2.676 0.409
C -1.038 1.849 -1.561
C -0.473 -0.478 -0.569
```

The total energy comes out at -309.700107 hartree. Its HOMO energy (alpha / beta) is -7.71 / -7.71 eV. The total charge is 0.

---

No. 3
Density functional theory data (wB97M-V/def2-TZVPD) for a 10-piece molecular cluster, H20O10 overall in a non-equilibrium geometry.

Geometry as XYZ:
```
30
H20O10 wB97M-V/def2-TZVPD
O 4.677 -0.166 0.547
H -2.328 1.232 -0.366
H -1.842 0.888 2.145
O -2.177 4.133 1.344
H 0.844 -0.851 0.729
O -2.330 0.337 -0.090
O -2.850 -1.142 -2.865
H 2.797 -2.656 -0.549
H 1.348 -4.718 1.713
H -3.283 0.178 -0.068
O 0.867 -0.115 0.081
O 2.803 -2.515 0.420
H -2.717 3.259 1.469
H 2.790 1.514 -0.249
H 5.321 0.533 0.229
H -3.368 1.913 -2.993
H 5.296 -0.927 0.608
H 0.143 -4.307 0.957
H -1.308 3.757 1.318
O 2.230 0.800 -0.641
H 3.283 -1.701 0.578
H -3.777 1.825 -1.449
H -0.328 1.028 2.099
O -3.016 1.806 -2.125
H 2.329 0.743 -1.531
H -2.122 -0.548 -2.624
O -0.983 0.379 2.360
H -3.573 -0.758 -2.247
H 0.176 0.460 0.296
O 1.099 -4.382 0.905
```

The total energy comes out at -764.195534 hartree. Its HOMO energy is -8.04 eV. The total charge is 0. The SMILES is O.O.O.O.O.O.O.O.O.O.

---

No. 4
Density functional theory data (wB97M-V/def2-TZVPD) for H5NO4 as an isolated structure in a non-equilibrium geometry.

Geometry as XYZ:
```
10
H5NO4 wB97M-V/def2-TZVPD
H 0.187 0.142 0.766
N -0.738 1.456 -0.503
H -1.243 2.145 0.051
H 2.127 -0.332 0.474
O 0.164 -1.677 -0.772
O -0.824 0.247 0.302
H -1.326 1.266 -1.313
O 0.815 -1.954 0.348
H -0.543 -0.757 -0.409
O 1.380 -0.536 1.057
```

The total energy comes out at -358.423721 hartree. Its HOMO energy is -9.73 eV. The total charge is 0.